Entry 1:
The following is a DFT calculation (the ωB97M-V functional and the def2-TZVPD basis) of a 5-piece molecular cluster, C34H38BF4N2O2 overall.

Output
**E_LUMO**: 2.16 eV
**Orbital gap**: 6.9 eV
**Total charge**: -1

Cartesian coordinates (Å):
C  3.8130  3.4120  3.4193
C  2.9214  3.4830  2.1797
O  3.2509  4.6355  1.3845
C  3.0190  2.2551  1.2807
N  1.7528  1.8562  0.7009
C  0.9014  1.1038  1.6334
C  -0.2340  1.9499  2.2080
O  -0.9605  1.2879  3.1811
B  -2.1379  0.5107  2.6579
C  -3.3944  1.4878  2.3222
C  -3.3790  2.8613  2.6089
C  -4.4348  3.7033  2.2935
C  -5.5468  3.1320  1.6802
C  -5.5076  1.7629  1.4473
N  -4.4966  0.9514  1.7387
H  3.3536  3.9541  4.2419
H  4.8102  3.7996  3.2365
H  3.8916  2.3803  3.7553
H  1.8998  3.5860  2.5370
H  2.7879  5.3992  1.7334
H  3.3882  1.4306  1.8812
H  3.7727  2.4581  0.5186
H  1.2538  2.6555  0.3370
H  1.4787  0.7197  2.4711
H  0.4686  0.2421  1.1301
H  -0.8532  2.3441  1.3913
H  0.2337  2.8314  2.6781
H  -1.8376  -0.0290  1.5835
H  -2.4816  -0.3708  3.4248
H  -2.5010  3.2642  3.0971
H  -4.3971  4.7610  2.5121
H  -6.4061  3.7186  1.3945
H  -6.3781  1.3039  0.9868
F  1.6270  -1.8873  2.3391
C  2.4982  -2.2209  1.3800
C  3.7866  -1.7257  1.4271
C  4.6733  -2.0771  0.4190
C  4.2634  -2.9015  -0.6211
C  2.9603  -3.3796  -0.6509
C  2.0712  -3.0451  0.3586
H  4.0821  -1.0764  2.2402
H  5.6869  -1.6993  0.4434
H  4.9555  -3.1634  -1.4106
H  2.6295  -4.0116  -1.4619
H  1.0520  -3.4085  0.3588
F  1.8267  -3.0168  -3.6194
C  0.5206  -3.3526  -3.6465
C  -0.3032  -2.8905  -2.6391
C  -1.6473  -3.2318  -2.6693
C  -2.1441  -4.0284  -3.6934
C  -1.2949  -4.4819  -4.6936
C  0.0508  -4.1402  -4.6780
H  0.1042  -2.2685  -1.8529
H  -2.3068  -2.8692  -1.8925
H  -3.1931  -4.2914  -3.7136
H  -1.6806  -5.1030  -5.4916
H  0.7291  -4.4761  -5.4517
F  3.1930  1.9051  6.3498
C  1.8982  2.2328  6.5590
C  0.9927  2.1020  5.5254
C  -0.3353  2.4262  5.7532
C  -0.7354  2.8893  7.0003
C  0.1940  3.0215  8.0235
C  1.5240  2.6875  7.8080
H  1.3136  1.7420  4.5557
H  -1.0524  2.3028  4.9508
H  -1.7731  3.1412  7.1744
H  -0.1159  3.3821  8.9958
H  2.2634  2.7730  8.5936
F  -3.9107  -3.9767  -7.5453
C  -3.0516  -3.4315  -8.4296
C  -3.4139  -3.3686  -9.7602
C  -2.5264  -2.8061  -10.6662
C  -1.2978  -2.3244  -10.2355
C  -0.9556  -2.4022  -8.8921
C  -1.8378  -2.9563  -7.9764
H  -4.3745  -3.7544  -10.0745
H  -2.7969  -2.7436  -11.7118
H  -0.6085  -1.8881  -10.9461
H  0.0017  -2.0299  -8.5528
H  -1.5927  -3.0181  -6.9249

---

Entry 2:
The following is a DFT calculation (the ωB97M-V functional and the def2-TZVPD basis) of C34H38BF6N12SbTl as an isolated structure.

Output
**E_LUMO**: 2.18 eV
**Energy relative to the best compared isomer or geometry (same formula, charge and spin)**: 514.79 kJ/mol
**Orbital gap**: 6.8 eV
**Total charge**: -1

Cartesian coordinates (Å):
Tl  0.6522  -0.1515  0.4390
C  0.6940  3.5152  1.0063
C  -0.7784  3.7556  1.4165
C  -1.7693  2.8143  0.7235
N  -2.1152  0.3509  0.4204
C  -2.6016  -0.8646  1.0425
C  -3.8303  -1.0482  1.4873
C  -4.7980  -1.9090  1.8008
C  -4.7931  -3.1012  1.0076
C  -3.5895  -3.6795  0.6834
C  -2.2601  -3.2875  0.9954
C  -1.7051  -2.0265  1.2474
N  -0.4370  -1.7943  1.5926
C  0.3927  -2.8300  2.1648
C  1.1599  -3.7386  1.2033
C  1.9794  -2.9889  0.1442
N  2.3523  -1.6600  0.5996
C  3.5531  -1.1609  0.4280
C  4.5325  -1.8177  -0.3589
C  5.9040  -1.7167  -0.4117
C  6.7454  -0.9347  0.3650
C  6.3175  0.0658  1.2151
C  5.0520  0.5984  1.4125
C  3.7574  0.2007  0.9937
N  2.6766  0.9370  1.1941
C  2.8795  2.3459  1.5691
C  1.6419  3.0552  2.1131
H  1.1073  4.4226  0.5543
H  0.7057  2.7624  0.2293
H  -1.0832  4.7656  1.1269
H  -0.8893  3.6873  2.5031
H  -1.4823  2.7021  -0.3075
H  -2.7824  3.2132  0.7446
H  -3.7782  1.0937  2.2148
H  -5.5191  -1.7432  2.5977
H  -5.7184  -3.5963  0.7262
H  -3.6534  -4.6423  0.1804
H  -1.5377  -4.0932  0.9303
H  -0.2199  -3.4629  2.8188
H  1.1347  -2.3328  2.7947
H  0.4847  -4.4264  0.6901
H  1.8331  -4.3425  1.8193
H  1.3975  -2.8868  -0.7710
H  2.8516  -3.5944  -0.0955
H  4.1107  -2.5221  -1.0617
H  6.3816  -2.3546  -1.1483
H  7.8132  -1.0869  0.2634
H  7.1043  0.5768  1.7625
H  5.0664  1.4703  2.0467
H  3.2741  2.8928  0.7007
H  3.6347  2.4186  2.3522
H  1.9644  3.9115  2.7135
H  1.1291  2.3657  2.7763
C  -2.1382  0.8409  3.6457
C  -0.8742  0.6475  3.2452
N  -0.5608  1.1374  1.9991
N  -1.8361  1.4441  1.3810
C  -2.8425  1.5454  2.5348
B  -2.3406  0.4506  -1.1082
N  -1.2497  1.2835  -1.8299
C  -1.2672  1.8255  -3.0630
C  -0.0066  2.2946  -3.3580
C  0.7556  1.9745  -2.2333
N  0.0065  1.3562  -1.3297
N  -2.0838  -0.9904  -1.6282
C  -2.8335  -1.8234  -2.3766
C  -2.0402  -2.8879  -2.7445
C  -0.7942  -2.6145  -2.1595
N  -0.8204  -1.4691  -1.4905
N  -3.7334  0.9983  -1.5020
C  -4.0942  2.2393  -1.9189
C  -5.4665  2.2903  -1.9652
C  -5.8679  1.0043  -1.5544
N  -4.8262  0.2389  -1.2720
H  -2.6058  0.5204  4.5631
H  -0.0696  0.1942  3.8115
H  -2.9907  2.6073  2.7324
H  -2.1660  1.8248  -3.6569
H  0.3336  2.7705  -4.2623
H  1.7937  2.1808  -2.0363
H  -3.8702  -1.6042  -2.5759
H  -2.3154  -3.7442  -3.3382
H  0.1134  -3.1931  -2.2354
H  -3.3634  3.0020  -2.1335
H  -6.0840  3.1244  -2.2589
H  -6.8682  0.6087  -1.4466
F  2.7658  -0.0713  -2.0381
Sb  4.0208  0.2482  -3.4484
F  4.4118  -1.6019  -3.4818
F  2.5849  0.0388  -4.6551
F  5.3801  0.5466  -2.1761
F  3.6946  2.1222  -3.3975
F  5.2070  0.5124  -4.8945

---

Entry 3:
The following is a DFT calculation (the ωB97M-V functional and the def2-TZVPD basis) of C34H38ClCuN3OPS as an isolated structure.

Output
**E_LUMO (spin up / spin down)**: -1.74 / -4.64 eV
**Orbital gap (spin up / spin down)**: 8.9 / 6.1 eV
**Spin multiplicity**: 2
**Total charge**: +1

Cartesian coordinates (Å):
Cu  0.3589  -0.4236  0.9450
Cl  -1.2908  1.2420  -1.0933
C  -1.1985  2.6928  -0.1183
C  -2.2483  3.5892  -0.2088
C  -2.2059  4.7523  0.5450
C  -1.1202  5.0067  1.3696
C  -0.0759  4.0980  1.4436
C  -0.0929  2.9184  0.7002
P  1.2192  1.6625  0.8560
C  2.1760  2.2053  2.2952
C  1.7892  1.7282  3.5461
C  2.4609  2.1343  4.6892
C  3.5351  3.0072  4.5854
C  3.9342  3.4765  3.3406
C  3.2565  3.0796  2.1976
C  2.3006  1.9448  -0.5721
C  3.4019  1.1008  -0.7167
C  4.2651  1.2624  -1.7869
C  4.0248  2.2534  -2.7317
C  2.9263  3.0879  -2.5969
C  2.0675  2.9394  -1.5151
H  -3.0826  3.3750  -0.8627
H  -3.0246  5.4572  0.4835
H  -1.0845  5.9141  1.9576
H  0.7640  4.3011  2.0949
H  0.9558  1.0366  3.6227
H  2.1518  1.7634  5.6583
H  4.0676  3.3178  5.4752
H  4.7750  4.1530  3.2607
H  3.5697  3.4471  1.2274
H  3.5790  0.3104  0.0029
H  5.1251  0.6121  -1.8879
H  4.6967  2.3748  -3.5715
H  2.7379  3.8616  -3.3297
H  1.2192  3.6054  -1.4112
C  0.4501  -3.7512  2.3306
C  0.9230  -2.9148  3.5244
C  2.0614  -1.9592  3.1568
C  -0.2136  -2.2222  4.2407
C  -0.4690  -2.5051  5.5582
C  -1.5312  -1.9053  6.2430
C  -2.3766  -0.9932  5.6072
C  -2.1865  -0.6491  4.2926
C  -3.0742  0.3804  3.6327
C  -3.8096  -0.1363  2.3911
C  -2.3032  1.6679  3.3252
C  -1.0750  -1.2581  3.5727
O  -0.8780  -0.9310  2.3692
H  1.3060  -4.2518  1.8729
H  -0.0276  -3.1380  1.5695
H  -0.2588  -4.5177  2.6472
H  1.3329  -3.6170  4.2561
H  1.7635  -1.2081  2.4202
H  2.8883  -2.5228  2.7222
H  2.4329  -1.4268  4.0338
H  0.1571  -3.2197  6.0789
H  -1.7020  -2.1568  7.2818
H  -3.1907  -0.5449  6.1638
H  -3.8364  0.6247  4.3783
H  -3.1201  -0.2993  1.5657
H  -4.5474  0.6038  2.0753
H  -4.3375  -1.0693  2.5956
H  -1.5483  1.4909  2.5616
H  -1.8083  2.0643  4.2143
H  -2.9870  2.4323  2.9500
C  4.0231  -3.0163  -3.4944
C  3.6973  -3.3559  -2.0405
C  2.3435  -2.8767  -1.6281
N  2.1360  -1.9783  -0.7363
N  0.8018  -1.6785  -0.5712
C  0.0165  -2.3869  -1.3394
N  -1.3269  -2.2744  -1.3236
S  0.8766  -3.4733  -2.3654
H  5.0259  -3.3588  -3.7462
H  3.9762  -1.9393  -3.6611
H  3.3263  -3.4943  -4.1851
H  4.4065  -2.8799  -1.3630
H  3.7676  -4.4337  -1.8766
H  -1.7562  -1.6463  -0.6649
H  -1.9128  -2.8333  -1.9142

---

Taking the records one at a time from the top gives energy values of -2002.72640; -3012.32489; -4397.97825 Ha.